Entry 1:
17
Properties=species:S:1:pos:R:3:forces:R:3 method="wB97M-V/def2-TZVPD" charge=+1
C -0.677 1.279 0.524 0.3 0.0 0.7
C 0.191 0.283 0.352 0.5 -0.3 -0.5
N 0.537 -0.136 -1.054 -0.1 1.5 1.4
N -1.094 1.776 1.708 -0.3 0.5 0.0
H -1.112 1.756 -0.326 -0.5 0.1 -0.6
H 0.768 -0.261 1.082 -0.2 0.0 0.2
H 0.438 0.683 -1.657 -0.3 -0.3 -0.3
H 1.542 -0.317 -1.029 0.0 -1.0 -0.4
H -0.097 -0.885 -1.330 0.5 -0.2 -0.5
H -0.514 1.785 2.522 0.2 -0.4 0.2
H -1.746 2.543 1.696 0.0 0.0 -0.2
H -3.378 -1.412 -0.503 -0.2 0.3 -0.3
H -2.212 -0.769 0.166 -0.1 0.3 0.1
O -2.854 -0.599 -0.538 0.4 -0.6 0.2
H 4.472 -1.667 -0.570 -0.1 0.1 0.0
H 3.448 -2.793 -0.547 0.0 0.0 0.0
O 3.523 -1.834 -0.612 -0.1 0.1 0.0

***

Entry 2:
17
Properties=species:S:1:pos:R:3:forces:R:3 method="wB97M-V/def2-TZVPD" charge=+1
C 0.166 -0.227 0.593 0.6 0.9 -1.4
C 0.074 -1.340 -0.229 -0.3 1.6 1.9
N -0.703 -1.155 -1.457 -1.3 -0.5 0.7
N 1.010 -0.122 1.608 0.2 -2.1 0.4
H -0.325 0.721 0.356 0.1 -0.2 -0.3
H 0.107 -2.275 0.301 0.2 -0.7 -0.8
H -1.726 -1.216 -1.349 0.1 0.0 0.2
H -0.514 -1.880 -2.148 0.5 0.4 -0.3
H -0.573 -0.206 -1.808 0.2 -0.2 -0.6
H 1.445 -1.018 1.797 0.4 0.4 0.4
H 1.295 0.657 2.196 -0.6 0.3 -0.2
H 2.040 2.901 3.231 0.0 -0.3 -0.3
H 1.555 1.892 4.247 0.0 -0.2 -0.3
O 1.679 2.004 3.290 0.1 0.5 0.7
H -2.881 0.101 -3.735 -0.9 -0.1 -0.2
H -1.480 -0.048 -4.307 -0.3 0.4 0.2
O -1.978 0.330 -3.560 1.3 -0.4 0.0

***

Entry 3:
17
Properties=species:S:1:pos:R:3:forces:R:3 method="wB97M-V/def2-TZVPD" charge=+1
C -2.438 -0.632 1.457 2.3 -1.6 -0.4
N -1.251 -0.295 0.570 -2.1 1.3 -2.0
C -1.509 0.313 -0.595 1.4 -0.5 1.8
N -0.510 0.807 -1.302 -1.4 -0.4 0.1
H -2.423 -1.726 1.535 -0.1 0.2 0.4
H -2.313 -0.200 2.452 -0.4 0.2 -0.4
H -3.326 -0.414 0.890 -0.3 0.6 0.2
H -0.249 -0.390 0.657 -0.1 -0.4 1.5
H -2.545 0.387 -0.868 -0.2 0.2 -0.5
H 0.408 0.907 -0.786 -0.3 0.3 -0.8
H -0.799 1.173 -2.198 0.8 0.3 0.0
H 2.767 -1.871 -0.920 -0.5 0.1 0.0
H 3.986 -1.198 -0.439 0.1 0.5 0.2
O 3.038 -1.033 -0.526 0.5 -0.7 -0.2
H 2.096 1.720 0.508 -0.4 0.3 0.2
H 2.152 0.254 0.192 -0.4 -0.1 0.1
O 1.504 0.958 0.445 0.9 -0.3 -0.2

***

Entry 4:
17
Properties=species:S:1:pos:R:3:forces:R:3 method="wB97M-V/def2-TZVPD" spin_multiplicity=2 charge=+2
C 0.142 -0.266 -0.221 1.7 1.9 -2.6
C -0.036 -1.420 0.418 1.0 -4.3 4.0
N 0.774 -2.571 0.459 -4.5 0.9 -1.6
N 0.151 0.989 0.450 0.8 1.5 0.0
H 0.541 -0.156 -1.193 0.6 -0.1 -1.1
H -0.768 -1.333 1.223 0.4 -0.3 0.5
H 0.367 -3.254 1.194 1.2 1.0 -1.6
H 0.970 -2.979 -0.515 0.7 0.5 1.8
H 1.104 1.265 0.808 -0.7 -0.6 0.0
H -0.585 1.098 1.110 -1.3 -0.4 1.9
H -0.081 1.800 -0.125 0.2 0.0 -1.3
H -2.983 0.191 0.548 0.0 0.9 0.5
H -3.048 1.453 1.453 -1.8 1.2 1.3
O -2.479 0.930 0.948 1.8 -2.2 -1.7
H 2.661 1.187 -1.783 -1.0 0.7 -0.7
H 1.516 1.499 -2.866 0.7 0.2 0.9
O 1.753 1.567 -1.910 0.4 -0.9 -0.2

***

Going through the records in order, we get relative energy (zero: lowest compared OMol25 entry of this formula, charge and spin) values of 35.8 41.6 13.4 46.2 kcal/mol.